C5H10NS | ωB97M-V/def2-TZVPD

Element x y z (Å)
C  0.36346  -1.56988  -0.17844
C  0.12027  -0.60794  1.04491
C  0.86162  -0.83700  -1.35016
C  -1.06192  0.27964  0.66946
C  -0.47240  2.41671  -0.69411
N  -0.83475  1.05000  -0.63926
S  -2.02818  2.00204  -1.38768
H  1.35749  -2.17627  0.12794
H  -0.53332  -2.14546  -0.51578
H  -0.18402  -1.16454  1.85259
H  1.00491  -0.05158  1.39563
H  1.72688  -0.07253  -1.53826
H  0.42100  -0.85257  -2.30517
H  -1.84897  -0.38425  0.43607
H  -1.29874  1.00587  1.49917
H  -0.38518  2.97748  0.25131
H  0.29452  2.66119  -1.50885

Results
**DFT total energy**: -649.03879 a.u.
**LUMO energy (alpha / beta)**: -6.241 / -6.243 eV
**E_HOMO (alpha / beta)**: -0.469 / -0.469 Eh
**Charge**: +1
**Energy above the lowest of the compared OMol25 structures with the same formula, charge and spin**: 489.90 kJ/mol